1.
Formula: C5H4S
Source: the OMol25 dataset
Level of theory: the ωB97M-V functional and the def2-TZVPD basis

## Properties
Frontier orbital gap: 8.9 eV
SMILES: SC=C=C1C=C1
Strongest force on any atom: 4.07 eV Å⁻¹
E: -590.92352 Eh
Spin multiplicity: 1

The geometry in XYZ format:
```
10
Properties=species:S:1:pos:R:3:forces:R:3:lowdin_charge:R:1
C 0.73948 0.15105 0.14231 1.3 -0.2 0.0 -0.1705
C -0.52154 0.50360 0.02983 -0.8 0.3 -0.2 -0.1054
C 1.89479 -0.41047 -0.54332 -0.2 0.3 0.8 -0.0333
C 2.25155 -0.07163 0.67358 -3.8 0.5 -1.5 0.0969
C -1.82935 0.76021 -0.20835 2.8 -1.0 0.8 -0.5463
S -3.12991 -0.40225 0.09078 -0.2 0.2 -0.1 0.6952
H 2.21990 -0.84525 -1.46284 0.2 -0.1 -0.4 0.0951
H 2.90081 0.05090 1.49710 0.5 0.0 0.5 0.0743
H -2.18315 1.70845 -0.57098 0.0 0.2 -0.1 0.0381
H -2.34258 -1.44460 0.35188 0.1 -0.1 0.1 -0.1441
```
Forces are in eV/Å.

---

2.
Formula: C24H41BF10HfN3O8S2
Source: the OMol25 dataset
Level of theory: the ωB97M-V functional and the def2-TZVPD basis

## Properties
Frontier orbital gap (spin up / spin down): 6.5 / 5.5 eV
Strongest force on any atom: 5.10 eV Å⁻¹
Total charge: +2
E: -3572.60134 Eh
Spin multiplicity: 4

The geometry in XYZ format:
```
90
Properties=species:S:1:pos:R:3:forces:R:3:lowdin_spin:R:1
Hf 10.76924 -0.98825 1.40795 -0.2 0.6 1.6 0.0091
C 14.11355 -3.12894 3.44490 1.3 1.0 -0.8 -0.0001
F 15.31207 -2.49182 3.31835 -1.6 -0.6 0.6 0.0000
F 13.87042 -3.70266 2.25500 -0.2 -0.2 0.9 0.0000
F 14.16245 -3.99024 4.45586 -0.5 1.0 -1.2 0.0000
S 12.76511 -1.74325 3.61579 0.9 1.0 2.7 -0.0002
O 11.46803 -2.30015 3.24045 -2.8 -1.6 -1.3 0.0011
O 12.87483 -1.14135 4.90794 0.2 -1.1 -0.8 0.0001
O 12.88516 -0.76874 2.52234 0.3 1.2 -3.3 0.0000
C 10.17005 -1.04280 -3.14109 -0.7 -1.6 -2.8 -0.0001
F 9.22302 -1.94701 -3.59112 1.4 0.9 2.1 0.0000
F 11.38041 -1.59016 -3.20786 -0.8 0.3 0.7 0.0000
F 10.07536 -0.07086 -4.02504 0.5 0.5 1.0 0.0000
S 9.80576 -0.33235 -1.40053 -2.4 3.7 1.2 -0.0003
O 8.92230 0.81158 -1.63240 1.7 -2.6 -0.2 0.0001
O 9.32926 -1.30538 -0.39923 -1.2 -2.5 0.9 0.0005
O 11.00537 0.04449 -0.59072 2.9 0.3 0.3 -0.0007
B 9.03904 0.37958 2.76466 -1.7 1.3 3.4 -0.0008
F 8.20255 1.09495 3.59540 0.3 -0.1 -1.1 -0.0001
F 9.14647 0.79865 1.46549 0.6 0.3 -1.4 0.0013
F 10.32656 0.27654 3.30399 2.0 0.3 -0.6 0.0030
F 8.76729 -0.96670 2.69987 -0.5 -2.4 -1.4 -0.0004
C 10.59969 3.88119 -0.10235 -0.1 -1.3 -0.3 0.0024
C 11.78829 4.14593 0.83149 -0.8 1.5 -0.5 0.0246
C 11.37088 5.57901 1.37300 1.6 0.7 0.7 0.0039
C 12.23844 6.12494 2.52379 -0.8 -0.7 -0.9 0.0002
C 12.36057 5.04710 3.57286 0.7 0.9 0.0 0.0026
C 12.78616 3.63860 3.13584 0.7 1.5 0.3 0.0246
N 11.87044 3.20312 2.00814 1.1 -4.0 -1.6 0.4122
O 11.86308 1.78894 1.68353 0.1 4.9 1.0 0.4808
C 14.32326 3.68609 2.80855 -0.9 -0.6 -1.0 0.0204
C 12.61515 2.84945 4.37366 0.4 -2.0 0.6 0.0010
C 13.11184 4.20242 -0.05536 -1.4 0.1 1.0 0.0224
H 9.76175 3.45096 0.44616 0.0 -0.2 0.1 0.0010
H 10.87006 3.22837 -0.93229 -0.1 -0.4 0.2 -0.0003
H 10.20729 4.76892 -0.59842 0.4 0.3 0.3 -0.0002
H 11.52363 6.33910 0.60683 -0.4 -0.5 -0.7 -0.0002
H 10.32900 5.64771 1.68583 -0.2 -0.5 -0.1 0.0023
H 11.79984 7.03780 2.92683 -0.2 -0.1 0.1 0.0002
H 13.17824 6.47646 2.09798 0.4 -0.4 0.2 0.0001
H 11.44908 4.93410 4.15982 -0.1 0.3 0.0 0.0006
H 13.16947 5.41746 4.20264 -0.2 -0.4 0.7 -0.0003
H 14.57029 2.74730 2.31281 0.2 0.2 -0.5 0.0009
H 14.51792 4.56171 2.18927 0.3 -0.3 -0.1 0.0004
H 15.00640 3.70708 3.65766 -0.6 0.3 0.4 0.0024
H 11.58771 2.80609 4.73500 0.0 -0.2 -0.1 0.0001
H 13.05196 1.86457 4.20847 -0.6 -0.5 0.0 -0.0005
H 13.26562 3.20202 5.17409 -0.3 0.6 -0.1 -0.0004
H 12.79652 4.39716 -1.08042 0.1 0.2 0.1 0.0024
H 13.62132 3.23882 -0.05886 0.1 0.2 0.2 0.0014
H 13.70843 5.02908 0.33038 0.4 -0.3 -0.4 0.0006
C 8.67419 -4.62743 -1.05482 0.9 1.1 1.2 0.0045
C 8.45869 -5.49184 0.19034 -0.2 -1.7 -2.4 0.0290
C 8.75572 -6.95487 -0.35749 2.1 -0.4 1.1 0.0025
C 8.87040 -8.01640 0.76046 0.4 1.6 0.3 0.0000
C 9.81939 -7.47748 1.94019 -1.3 -0.8 -2.4 0.0025
C 9.57835 -6.04681 2.42564 1.6 -0.8 1.5 0.0386
N 9.33392 -5.09897 1.35294 -1.7 4.6 -0.3 0.4975
O 9.22480 -3.64520 1.70597 1.1 -4.8 -1.4 0.3453
C 8.42695 -6.10995 3.40792 -1.5 0.8 0.4 0.0298
C 10.90218 -5.66814 3.18302 -1.6 1.7 0.7 0.0084
C 6.97101 -5.48378 0.43733 -1.5 0.2 1.5 0.0225
H 8.41369 -3.60510 -0.78079 -0.4 0.0 -0.4 -0.0005
H 8.11051 -5.02810 -1.89733 0.1 0.2 0.2 -0.0001
H 9.73862 -4.57479 -1.28358 0.1 -0.3 -0.3 -0.0001
H 8.07266 -7.31986 -1.12451 -0.6 0.6 0.3 -0.0003
H 9.69729 -6.96980 -0.90642 0.4 0.5 0.1 0.0003
H 9.37489 -8.90775 0.38754 -0.5 -0.1 -0.1 0.0003
H 7.81247 -8.18851 0.95861 0.3 -0.6 1.0 0.0000
H 10.81699 -7.56010 1.50882 0.2 0.0 0.2 0.0003
H 9.73533 -8.16095 2.78512 0.2 0.2 0.1 -0.0005
H 8.64661 -6.66882 4.31759 0.4 0.0 -0.2 0.0035
H 8.06958 -5.12014 3.69191 0.4 0.2 0.2 0.0011
H 7.50833 -6.54163 3.01055 0.3 -0.4 -0.3 0.0002
H 11.16964 -6.40315 3.94219 0.5 -0.5 -0.8 0.0005
H 11.66110 -5.21314 2.54653 0.3 -1.0 -0.2 -0.0004
H 10.66674 -4.83271 3.84235 -0.3 0.4 0.0 -0.0003
H 6.35815 -5.74619 -0.42502 0.6 0.2 -0.5 0.0022
H 6.59159 -4.53209 0.80939 0.2 0.2 0.0 0.0010
H 6.61313 -6.22987 1.14681 0.4 0.0 0.3 0.0002
N 7.08958 3.33690 1.95358 1.0 0.7 0.0 0.0413
C 7.41206 4.50889 2.63135 -1.4 -1.8 -0.1 0.3536
C 6.99023 5.57654 1.83600 -0.8 0.1 -2.6 0.1357
C 6.57939 5.00781 0.60301 1.0 3.5 0.6 0.1088
C 6.71911 3.65532 0.66149 -0.3 -2.0 1.7 0.3283
H 7.19387 2.42115 2.36662 0.2 -0.2 -0.1 -0.0018
H 7.75009 4.50053 3.65705 0.2 -0.1 -0.1 0.0133
H 6.92676 6.62902 2.06980 0.3 -0.1 0.2 0.0018
H 6.38496 5.54392 -0.31415 -0.4 0.1 0.2 0.0007
H 6.45431 2.93359 -0.09705 0.2 -0.2 0.2 0.0117
```
Forces are in eV/Å.